Record 1
The following is a quantum chemistry calculation of C10H10OS2 as an isolated structure at a distorted geometry, from OMol25.

- HOMO-LUMO gap: 8.1 eV
- Spin multiplicity: 1

Last column: Löwdin charge in e.
Positions of all 23 atoms, in Å:
C: -3.484911 -0.038745 0.263556  -0.047
C: -3.012245 -1.365779 0.464227  -0.056
C: -2.667228 1.017255 -0.167615  0.002
C: -1.672973 -1.640091 0.307604  -0.003
C: -1.389894 0.624493 -0.424191  -0.158
C: -0.885878 -0.640107 -0.270872  -0.215
C: 3.114883 -0.273072 0.949859  -0.670
C: 3.233923 -0.272564 -0.504782  -0.551
C: -0.053712 1.185480 -0.946329  -0.342
C: 0.489511 -0.194984 -0.579137  -0.575
O: 0.418992 2.415714 -0.489519  -0.038
S: 1.496853 0.378811 1.400769  0.778
S: 1.806252 -1.244335 -1.195282  0.900
H: -4.493943 0.094729 0.282059  0.067
H: -3.551422 -1.984919 1.114970  0.090
H: -2.996803 2.102563 -0.150584  0.142
H: -1.352711 -2.637192 0.481695  0.106
H: 3.123415 -1.292728 1.422974  0.067
H: 4.075346 0.125205 1.434265  0.111
H: 3.453296 0.694188 -0.891001  0.069
H: 4.156595 -0.859648 -0.909567  0.107
H: -0.079255 1.334252 -2.046481  0.166
H: 0.271906 2.471474 0.453376  0.051

Atomic forces in eV per Å
C 2.21 -0.66 -0.91
C 0.99 2.68 0.50
C -1.22 0.64 0.83
C 0.35 -0.08 -1.41
C 1.20 1.24 -0.95
C -0.30 -0.64 0.92
C 1.05 -1.47 2.88
C 1.72 -2.73 -2.32
C -1.16 1.27 -1.64
C 2.77 -0.73 2.96
O 0.00 -0.29 -0.38
S -0.82 -0.11 -0.89
S -0.02 1.54 -0.17
H -2.74 0.61 0.73
H -1.25 -1.20 0.07
H 0.28 -1.61 -0.39
H 0.64 -0.59 0.40
H 0.01 0.52 -1.02
H -1.68 0.52 -0.57
H -0.80 0.99 -0.55
H -1.45 0.58 0.95
H -0.01 -0.40 0.44
H 0.24 -0.07 0.52

***

Record 2
The following is a quantum chemistry calculation of one molecule with the formula C10H10S2 at a distorted geometry, from OMol25.

- HOMO-LUMO gap: 8.5 eV
- SMILES string: S=C1C[C@H](c2ccccc2)[C@H]1S
- Spin multiplicity: 1

Last column: Löwdin charge in e.
Positions of all 22 atoms, in Å:
S: -3.953239 2.425945 0.478717  0.748
C: -2.592411 1.570332 0.383141  -0.831
C: -1.153684 1.928071 0.587048  -0.149
C: -0.805348 0.447737 0.846247  -0.205
C: 0.349732 -0.167827 0.134181  -0.213
C: 0.211605 -1.373518 -0.540647  -0.037
C: 1.289994 -1.941834 -1.193951  -0.078
C: 2.528536 -1.325981 -1.152599  -0.092
C: 2.681370 -0.137272 -0.458241  -0.082
C: 1.596628 0.446678 0.172674  -0.038
C: -2.349022 0.103576 0.246915  -0.612
S: -3.395904 -1.050533 1.161292  0.739
H: -0.688118 2.318898 -0.319015  0.132
H: -0.982296 2.630447 1.402243  0.121
H: -0.796303 0.211417 1.909767  0.141
H: -0.742287 -1.879020 -0.542935  0.106
H: 1.155485 -2.868904 -1.731075  0.104
H: 3.375758 -1.770026 -1.653019  0.101
H: 3.650618 0.338181 -0.406413  0.103
H: 1.722401 1.377114 0.707158  0.115
H: -2.287285 -0.222097 -0.790393  0.100
H: -4.324436 -0.141477 1.453969  -0.173

Atomic forces in eV per Å
S 0.27 -0.18 0.00
C -0.76 0.65 -0.03
C 0.29 0.17 0.14
C -2.09 -0.61 -0.78
C 0.01 -0.01 0.03
C 0.02 0.07 0.06
C 0.03 -0.09 -0.03
C 0.08 -0.03 -0.04
C 0.08 0.09 0.01
C -0.01 -0.11 -0.06
C 2.04 -0.29 1.07
S 0.20 -0.04 -0.12
H 0.00 0.00 -0.06
H 0.02 0.05 -0.06
H -0.07 0.02 0.01
H -0.12 -0.05 -0.06
H 0.04 -0.09 -0.03
H 0.06 -0.05 -0.05
H 0.05 0.04 -0.03
H 0.00 0.12 0.06
H 0.11 0.19 -0.10
H -0.24 0.16 0.05

***

Record 3
The following is a quantum chemistry calculation of a 2-piece molecular cluster, C10H10S2 overall at a distorted geometry, from OMol25.

- HOMO-LUMO gap (spin up / spin down): 8.4 / 4.9 eV
- Spin multiplicity: 1

Last column: Löwdin charge in e.
Positions of all 22 atoms, in Å:
C: 0.458936 -1.518203 2.712863  -0.085
C: 1.381299 -1.544912 1.670883  -0.087
C: -0.766460 -0.881197 2.555487  -0.040
C: 1.099607 -0.959550 0.457825  -0.021
C: -1.061751 -0.281751 1.352207  -0.242
C: -0.140861 -0.321332 0.278052  -0.243
C: -2.314717 0.465952 1.037746  -0.369
C: 0.153719 0.431448 -2.264941  -0.217
C: 1.104882 1.627749 -2.664076  -0.191
C: -0.625663 0.289035 -0.885354  -0.481
S: -2.186360 0.974647 -0.713161  0.975
S: 2.500341 2.171524 -4.636038  0.190
H: 0.695478 -1.993517 3.652009  0.099
H: 2.331808 -2.035660 1.816249  0.103
H: -1.477029 -0.854247 3.368159  0.115
H: 1.812966 -0.984391 -0.350405  0.107
H: -3.217677 -0.132636 1.165867  0.087
H: -2.411862 1.373027 1.639433  0.088
H: -0.626221 0.393221 -3.029016  0.088
H: 0.747270 -0.483219 -2.341864  0.092
H: 0.571002 2.554966 -2.794635  0.018
H: 1.971292 1.709045 -2.027291  0.018

Atomic forces in eV per Å
C 0.00 -0.04 0.12
C 0.06 -0.08 0.08
C 0.08 -0.01 -0.09
C -0.22 0.15 -0.07
C 0.25 -0.08 -0.19
C 0.10 -0.24 0.47
C -0.34 0.29 -0.14
C -0.09 -0.43 -0.35
C 0.05 0.20 0.24
C 1.74 1.26 -2.18
S -0.28 0.09 0.08
S -1.72 -1.11 1.93
H 0.05 -0.04 0.09
H 0.09 -0.06 0.02
H -0.07 0.00 0.10
H 0.13 -0.03 -0.08
H 0.04 0.00 0.03
H -0.03 -0.09 0.03
H 0.09 -0.19 -0.06
H -0.14 -0.03 -0.13
H 0.07 0.25 0.03
H 0.13 0.18 0.05

***

Record 4
The following is a quantum chemistry calculation of one molecule with the formula C10H10Se at a distorted geometry, from OMol25.

- HOMO-LUMO gap: 8.6 eV
- SMILES string: Cc1cccc2c1[Se]CC=C2
- Spin multiplicity: 1

Last column: Löwdin charge in e.
Positions of all 21 atoms, in Å:
C: 0.377256 -2.783056 -0.135292  -0.094
C: 0.818456 -1.395837 -0.009766  -0.303
C: 2.170468 -0.953108 -0.078056  -0.062
C: 2.530485 0.315490 0.084976  -0.081
C: 1.546960 1.341855 0.259353  -0.037
C: 0.266315 0.946036 0.237447  -0.221
C: -0.188528 -0.457105 0.158198  -0.434
Se: -1.981345 -0.923421 0.206479  1.107
C: -2.644249 0.790379 -0.447448  -0.461
C: -2.059048 1.962786 0.193453  -0.175
C: -0.747210 1.999320 0.402483  -0.083
H: 1.105731 -3.553496 0.124318  0.094
H: -0.435332 -2.878235 0.566252  0.033
H: 0.163623 -2.847312 -1.153829  0.076
H: 2.959004 -1.577637 -0.321311  0.090
H: 3.610337 0.468989 -0.023144  0.110
H: 1.767587 2.389098 0.273365  0.108
H: -3.689207 0.648004 -0.193196  0.054
H: -2.330681 0.900395 -1.481343  0.083
H: -2.763928 2.672611 0.421705  0.079
H: -0.476700 2.934240 0.915360  0.117

Atomic forces in eV per Å
C 1.19 -0.62 1.44
C 0.55 1.46 0.68
C -2.41 -0.93 0.14
C 0.59 2.72 0.03
C 2.26 -1.63 -0.63
C -3.54 -0.94 0.22
C 3.09 2.17 -0.32
Se -0.63 -0.01 0.03
C 0.02 -1.07 -0.08
C 1.68 -2.32 -0.07
C -0.61 1.77 1.34
H 0.21 0.25 -0.05
H -0.62 -0.69 -0.31
H -1.18 -0.93 -1.64
H 1.09 -1.82 -0.24
H -0.49 0.66 0.22
H 0.30 0.32 0.21
H -0.31 0.44 -0.85
H -0.91 -0.60 -0.52
H -0.95 2.18 0.76
H 0.67 -0.42 -0.37

***

Record 5
The following is a quantum chemistry calculation of an isolated ion of composition C10H11BIN3O5P and charge +1 at a distorted geometry, from OMol25.

- HOMO-LUMO gap: 8.1 eV
- SMILES string: COB(O)c1n([PH2]=O)nc(OC(=O)c2ccccc2)[n+]1I
- Charge: +1
- Spin multiplicity: 1

Last column: Löwdin charge in e.
Positions of all 32 atoms, in Å:
C: 2.878030 -2.227217 -0.051643  -0.046
O: 3.676580 -1.034441 -0.183874  0.027
B: 3.172508 0.037922 -0.823280  -0.631
O: 3.630536 0.582346 -1.978172  0.175
C: 1.907586 0.801269 -0.172560  -0.134
N: 1.029282 1.492154 -0.903222  -0.143
P: 1.027124 1.767204 -2.644965  0.795
O: 0.947186 0.501143 -3.380423  -0.352
N: -0.000513 1.980228 -0.154297  0.196
C: 0.272878 1.585463 1.056505  -0.446
O: -0.412894 1.825865 2.151391  0.088
C: -1.351242 0.822754 2.621815  -0.358
O: -1.402383 0.659105 3.797525  0.193
C: -2.119557 0.133492 1.566218  -0.164
C: -2.783680 0.844408 0.569737  -0.025
C: -3.527887 0.156504 -0.377741  -0.051
C: -3.597291 -1.228985 -0.332207  -0.053
C: -2.928468 -1.934977 0.659763  -0.054
C: -2.187797 -1.258025 1.616390  -0.007
N: 1.449152 0.863808 1.085501  -0.319
I: 2.264627 0.051675 2.769000  1.215
H: 1.844906 -1.993080 0.214651  0.077
H: 3.313137 -2.830489 0.738192  0.098
H: 2.893638 -2.780716 -0.987209  0.106
H: 3.512512 0.030791 -2.763478  0.138
H: -0.078435 2.614902 -2.667691  0.039
H: 2.201862 2.492260 -2.830736  0.045
H: -2.723070 1.922700 0.531046  0.122
H: -4.046869 0.705615 -1.150737  0.114
H: -4.183225 -1.765200 -1.066701  0.115
H: -2.999135 -3.012959 0.694168  0.114
H: -1.679096 -1.805520 2.397033  0.125

Atomic forces in eV per Å
C 0.09 -0.02 0.35
O -0.32 -0.17 -0.57
B 0.27 -0.15 0.33
O -0.64 0.16 0.05
C 0.02 0.21 -0.26
N 0.04 0.27 0.40
P 0.00 -0.68 -0.42
O 0.06 0.10 0.05
N 0.18 -0.02 0.17
C -0.12 0.02 -0.30
O -0.02 0.15 -0.02
C -0.25 -0.34 1.21
O 0.14 0.20 -1.06
C 0.13 -0.02 -0.09
C 0.03 -0.08 -0.14
C 0.10 0.06 0.10
C 0.00 -0.03 0.04
C 0.01 0.05 0.00
C -0.18 -0.02 -0.08
N 0.03 -0.23 0.00
I -0.01 0.06 0.04
H -0.05 0.04 -0.02
H 0.05 -0.01 0.00
H 0.02 0.00 -0.03
H 0.50 -0.09 -0.05
H 0.03 0.16 0.05
H -0.12 0.31 0.12
H -0.01 0.05 0.05
H -0.05 -0.01 0.01
H 0.01 0.01 -0.02
H 0.03 -0.02 0.01
H 0.02 0.04 0.10

***

Record 6
The following is a quantum chemistry calculation of one molecule with the formula C10H11BO2S at a distorted geometry, from OMol25.

- HOMO-LUMO gap: 8.5 eV
- SMILES string: OB(c1ccccc1)[C@@]1(O)CC=CS1
- Spin multiplicity: 1

Last column: Löwdin charge in e.
Positions of all 25 atoms, in Å:
O: -0.801056 -1.059142 -0.854031  0.149
B: -0.394257 -0.494829 0.284639  -0.238
C: -1.049419 1.065579 0.444346  -0.109
C: -0.616445 2.034546 -0.508902  -0.059
C: -1.116468 3.400953 -0.520103  -0.078
C: -2.065978 3.694119 0.447271  -0.146
C: -2.445098 2.760019 1.398200  -0.106
C: -1.981069 1.436496 1.459666  -0.033
C: 0.784215 -1.779717 1.159996  -0.632
O: 0.686576 -1.786386 2.534543  -0.094
C: 0.767093 -3.111271 0.504323  -0.218
C: 1.884300 -3.256346 -0.431444  -0.182
C: 2.848154 -2.319674 -0.399712  -0.404
S: 2.449390 -1.033503 0.695985  0.948
H: -1.253315 -0.447949 -1.437396  0.109
H: 0.249127 1.754187 -1.097543  0.098
H: -0.958182 4.286028 -1.266899  0.132
H: -2.377582 4.805748 0.599647  0.132
H: -3.060448 3.282226 2.116642  0.094
H: -2.244960 0.741260 2.216816  0.097
H: 1.663919 -2.022059 2.765370  0.123
H: -0.168139 -3.380782 -0.066977  0.139
H: 0.830983 -3.787381 1.349550  0.125
H: 1.938062 -4.089136 -1.095171  0.098
H: 3.726326 -2.321895 -0.979757  0.053

Atomic forces in eV per Å
O 0.39 -0.81 -0.68
B 0.46 -0.32 1.54
C 1.10 -0.40 0.61
C -0.36 1.22 0.65
C -0.32 -0.46 -0.85
C 0.60 1.79 0.00
C -0.24 0.22 0.68
C 0.90 1.45 -2.08
C -1.76 4.42 -2.19
O 2.55 -0.67 0.91
C -1.69 -1.01 -0.82
C 1.79 0.52 -0.37
C -2.08 -1.00 0.48
S -0.02 0.67 0.38
H -0.30 0.16 -0.13
H -0.23 0.11 -0.47
H 0.54 -2.27 1.21
H 0.26 -2.24 -0.47
H -0.40 -0.98 0.66
H -0.34 -0.32 0.58
H -2.41 0.49 0.27
H 0.57 0.55 0.86
H 0.08 -0.71 0.06
H 0.08 -0.54 -0.30
H 0.86 0.14 -0.56

***

Record 7
The following is a quantum chemistry calculation of one molecule with the formula C10H11Br at a distorted geometry, from OMol25.

- HOMO-LUMO gap (spin up / spin down): 8.6 / 5.9 eV
- Spin multiplicity: 1

Last column: Löwdin charge in e.
Positions of all 22 atoms, in Å:
C: -1.762352 -1.412696 0.224170  -0.014
C: -1.966974 -0.036811 -0.053569  -0.058
C: 0.046689 -1.373328 -2.117578  -0.267
C: -0.342661 -0.310019 -2.813578  -0.526
C: -0.351059 -1.644985 0.524672  -0.119
C: 0.521601 -1.433946 -0.784352  -0.172
C: -0.787824 0.665083 -0.107406  -0.239
C: 0.329280 -0.269906 0.228635  -0.309
C: -0.772546 2.125290 -0.329816  -0.034
C: 1.456909 0.220936 1.131722  -0.011
Br: -1.283945 -0.501650 -4.368234  0.702
H: -2.564041 -2.051574 0.512160  0.090
H: -2.753056 0.474523 -0.591975  0.112
H: -0.067029 -2.346360 -2.657078  0.117
H: -0.009132 -2.351223 1.278235  0.140
H: 1.447773 -1.915444 -0.567692  0.128
H: -0.361503 2.386328 -1.286114  0.076
H: -0.452732 2.599746 0.566648  0.077
H: -1.798886 2.377196 -0.612561  0.081
H: 2.025389 -0.515626 1.658626  0.071
H: 0.942664 0.728032 1.899975  0.067
H: 2.193219 0.867040 0.658257  0.086

Atomic forces in eV per Å
C -0.53 1.79 1.17
C 0.29 -1.04 -1.34
C -0.70 -0.64 -1.73
C 0.09 -0.80 1.07
C -0.25 1.26 -1.53
C 0.73 1.02 3.17
C 0.72 -1.25 0.07
C 0.38 -1.10 0.18
C -1.30 -0.87 -1.20
C -0.21 -0.13 -1.01
Br -0.41 0.45 -0.87
H -0.35 -0.69 -0.26
H -0.99 -0.50 0.63
H 0.27 0.68 0.42
H 0.06 0.17 -0.30
H 0.75 -0.40 -0.47
H 1.53 0.42 0.01
H 0.50 1.06 0.29
H -0.27 0.27 0.90
H 0.21 -1.03 -0.05
H -0.32 1.10 1.06
H -0.22 0.24 -0.22

***

Record 8
The following is a quantum chemistry calculation of one molecule with the formula C10H11Br2N at a distorted geometry, from OMol25.

- HOMO-LUMO gap: 9.0 eV
- SMILES string: C[C@]1(Br)c2ccccc2N[C@@]1(C)Br
- Spin multiplicity: 1

Last column: Löwdin charge in e.
Positions of all 24 atoms, in Å:
C: -1.424414 -0.938791 -1.348105  -0.019
C: -0.930501 0.606616 -0.456839  -0.800
Br: -1.682579 1.989795 -1.466128  0.776
C: 0.633403 0.583637 -0.542099  -0.201
C: 1.621091 0.746916 -1.487687  -0.066
C: 2.888617 0.285721 -1.303624  -0.079
C: 3.241966 -0.267746 -0.037484  -0.066
C: 2.315477 -0.310006 0.995373  -0.020
C: 0.996820 -0.040946 0.671440  -0.202
N: -0.223515 -0.321204 1.387852  0.037
C: -1.320802 0.382353 0.943448  -0.787
C: -2.716062 -0.011106 1.366288  -0.055
Br: -1.047458 2.343571 1.733506  0.529
H: -1.040769 -1.765962 -0.819210  0.039
H: -0.980487 -1.061141 -2.374468  0.078
H: -2.475491 -1.026247 -1.513328  0.037
H: 1.297587 1.272289 -2.429385  0.128
H: 3.633359 0.082191 -2.080993  0.109
H: 4.089115 -0.849738 0.141704  0.082
H: 2.418877 -0.754325 1.987403  0.116
H: -0.341932 -0.785969 2.279531  0.156
H: -2.620242 -0.056692 2.405502  0.063
H: -2.927338 -0.892517 0.904038  0.048
H: -3.404721 0.789301 1.043266  0.096

Atomic forces in eV per Å
C 1.55 2.40 -0.44
C 0.73 -3.10 -4.91
Br -0.69 0.76 -0.56
C -0.97 -1.41 2.61
C -2.21 1.78 -2.26
C 2.02 -1.95 1.72
C -1.93 0.74 -0.61
C -1.54 -0.82 0.45
C -1.71 0.80 -0.29
N 0.70 -1.18 0.92
C 1.19 1.69 -0.03
C 1.47 3.02 -0.86
Br -0.22 0.28 0.56
H 0.32 -0.86 1.08
H -0.04 0.97 0.99
H -0.85 0.33 0.40
H 0.59 -0.78 0.77
H -0.53 0.83 -0.02
H 1.79 -0.20 -0.11
H 0.82 0.01 -0.35
H 0.80 0.19 -0.11
H -0.63 -0.31 1.73
H -0.92 -2.70 -1.00
H 0.26 -0.50 0.33

***

Results for relative energy (zero: lowest compared OMol25 entry of this formula, charge and spin): 0.2768; 0.0000; 3.1016; 0.0000; 0.0000; 2.2402; 4.0991; 1.2829 (in eV, following the order of the records).